1.
The following is a quantum chemistry calculation of 2 unconnected molecules or ions with the total composition C5H8N3OS at a distorted geometry, from OMol25.

Geometry (Å):
C1 0.127 -2.806 1.545
C2 -0.689 -2.938 0.520
C3 -0.008 -0.306 1.638
C4 -1.741 0.120 -1.502
C5 1.635 2.034 -1.141
N1 0.223 -1.455 1.921
N2 0.451 1.296 -0.856
N3 -0.118 0.923 1.550
O1 -1.377 -2.772 -0.377
S1 -0.145 0.274 -1.915
H1 0.648 -3.586 2.103
H2 -2.223 0.539 -0.569
H3 -2.384 -0.762 -1.863
H4 1.549 3.094 -1.371
H5 2.189 1.484 -1.953
H6 2.195 2.158 -0.150
H7 0.215 1.215 0.200
H8 -0.546 1.488 2.220

For the lowest unoccupied orbital energy (spin up / spin down), the calculation gives -5.63 / -8.04 eV. For the HOMO energy (spin up / spin down), the calculation gives -9.5 / -12.0 eV. The calculation puts the energy above the lowest of the compared OMol25 structures with the same formula, charge and spin at 82.1 kcal/mol. Its max |F| is 3.856 eV/Å. As for the total charge: +1. Its spin multiplicity is 3. The orbital gap (spin up / spin down) is 0.1438 / 0.1438 hartree. The calculated total energy is -22653.0195 eV.

=====

2.
The following is a quantum chemistry calculation of a molecular structure, C23H20FMnN4O11Si, from OMol25.

Geometry (Å):
Mn1 -0.026 0.370 -0.950
O1 -1.572 -0.402 -4.705
C1 -1.280 -0.281 -3.410
O2 -0.190 0.080 -3.026
C2 -2.374 -0.620 -2.474
C3 -3.656 -0.885 -2.913
C4 -4.637 -1.101 -1.958
C5 -4.282 -1.023 -0.630
C6 -2.954 -0.779 -0.284
N1 -1.999 -0.593 -1.187
C7 -2.603 -0.757 1.188
O3 -3.265 0.171 1.881
O4 -1.818 -1.521 1.671
H1 -0.784 -0.132 -5.199
H2 -3.871 -0.899 -3.970
H3 -5.659 -1.301 -2.249
H4 -5.012 -1.139 0.159
H5 -3.518 0.916 1.264
C8 2.444 -3.551 -2.091
Si1 1.301 -2.722 -0.832
C9 -0.432 -3.286 -1.291
C10 1.674 -3.462 0.871
N2 1.441 -1.008 -0.882
C11 2.661 -0.414 -0.674
C12 3.830 -1.034 -0.189
C13 5.021 -0.344 -0.021
C14 5.122 1.006 -0.320
C15 3.992 1.665 -0.794
C16 2.837 0.949 -0.953
F1 1.723 1.620 -1.429
H6 2.333 -4.639 -2.044
H7 3.495 -3.314 -1.918
H8 2.195 -3.230 -3.106
H9 -0.433 -4.379 -1.320
H10 -0.745 -2.929 -2.275
H11 -1.162 -2.969 -0.546
H12 0.934 -4.220 1.139
H13 1.636 -2.680 1.632
H14 2.660 -3.931 0.916
H15 3.789 -2.079 0.089
H16 5.881 -0.874 0.369
H17 6.048 1.545 -0.171
H18 3.994 2.721 -1.028
O5 -3.263 2.088 -0.033
C17 -2.016 2.178 -0.073
O6 -1.315 1.984 -1.115
C18 -1.310 2.523 1.212
C19 -1.903 3.428 2.057
C20 -1.294 3.780 3.259
C21 -0.092 3.203 3.637
C22 0.502 2.297 2.795
C23 -0.080 1.873 1.557
O7 0.429 0.941 0.868
N3 1.789 1.751 3.224
O8 1.949 1.566 4.423
O9 2.632 1.535 2.381
N4 -1.918 4.752 4.127
O10 -1.373 5.017 5.188
O11 -2.999 5.215 3.794
H19 -2.852 3.867 1.786
H20 0.376 3.459 4.575

For the lowest unoccupied orbital energy (spin up / spin down), the calculation gives 1.40 / 1.39 eV. For the HOMO energy (spin up / spin down), the calculation gives -4.4 / -4.5 eV. The calculation puts the energy above the lowest of the compared OMol25 structures with the same formula, charge and spin at 0.0 kcal/mol. Its max |F| is 0.589 eV/Å. As for the total charge: -1. Its spin multiplicity is 2. The orbital gap (spin up / spin down) is 0.2140 / 0.2168 hartree. The calculated total energy is -94574.4147 eV.

=====

3.
The following is a quantum chemistry calculation of a molecular structure, C24H33AsCsN2O8P2S, from OMol25.

Geometry (Å):
Cs1 0.665 0.198 -0.310
C1 0.902 5.443 0.999
P1 0.862 3.700 1.587
C2 2.318 3.719 2.712
C3 -0.467 3.847 2.861
C4 -1.879 3.935 2.274
P2 -2.322 2.452 1.242
C5 -1.997 3.067 -0.461
C6 -4.156 2.646 1.252
H1 0.977 6.155 1.825
H2 -0.009 5.651 0.434
H3 1.743 5.592 0.322
H4 2.279 4.545 3.426
H5 3.241 3.793 2.134
H6 2.350 2.777 3.262
H7 -0.252 4.709 3.502
H8 -0.397 2.950 3.483
H9 -2.012 4.854 1.693
H10 -2.603 3.975 3.092
H11 -2.491 4.025 -0.645
H12 -2.350 2.334 -1.190
H13 -0.926 3.176 -0.635
H14 -4.466 3.663 0.995
H15 -4.559 2.388 2.232
H16 -4.585 1.959 0.521
O1 -3.663 -6.365 1.317
C7 -4.097 -5.376 0.394
C8 -3.130 -4.225 0.376
C9 -3.166 -3.309 -0.668
C10 -2.296 -2.231 -0.643
N1 -1.424 -2.034 0.342
C11 -1.363 -2.925 1.323
C12 -2.201 -4.035 1.387
C13 -0.258 -2.707 2.299
C14 0.553 -3.768 2.681
C15 1.655 -3.529 3.483
C16 2.560 -4.658 3.889
O2 2.155 -5.247 5.128
C17 1.883 -2.227 3.899
C18 1.002 -1.238 3.494
N2 -0.045 -1.456 2.706
H17 -4.347 -7.035 1.387
H18 -5.086 -4.997 0.676
H19 -4.174 -5.790 -0.616
H20 -3.849 -3.435 -1.500
H21 -2.273 -1.509 -1.455
H22 -2.128 -4.739 2.204
H23 0.368 -4.758 2.279
H24 3.574 -4.297 4.048
H25 2.587 -5.412 3.097
H26 1.207 -5.405 5.079
H27 2.741 -1.981 4.512
H28 1.161 -0.208 3.800
O3 3.672 -3.008 -1.743
As1 2.029 -3.232 -1.011
O4 1.154 -1.973 -2.154
O5 2.131 -2.251 0.343
C19 1.131 -2.100 -3.498
C20 1.458 -3.318 -4.113
C21 1.415 -3.467 -5.487
C22 1.045 -2.400 -6.291
C23 0.722 -1.193 -5.694
C24 0.756 -1.012 -4.315
S1 0.304 0.652 -3.745
O6 0.019 1.370 -4.971
O7 1.460 1.172 -3.011
O8 -0.876 0.493 -2.880
H29 3.992 -2.166 -1.389
H30 1.752 -4.157 -3.499
H31 1.676 -4.423 -5.927
H32 1.009 -2.500 -7.369
H33 0.432 -0.342 -6.295

For the lowest unoccupied orbital energy, the calculation gives 1.94 eV. For the HOMO energy, the calculation gives -5.1 eV. The calculation puts the energy above the lowest of the compared OMol25 structures with the same formula, charge and spin at 1.6 kcal/mol. Its max |F| is 0.620 eV/Å. As for the total charge: -1. The orbital gap is 0.2574 hartree. The calculated total energy is -135587.5114 eV.

=====

4.
The following is a quantum chemistry calculation of C16H19NO4S in the gas phase, from OMol25.

Geometry (Å):
C1 -5.575 -2.193 0.294
O1 -5.286 -0.816 0.207
C2 -3.987 -0.437 0.083
C3 -3.778 0.940 -0.026
C4 -2.495 1.441 -0.172
O2 -2.185 2.761 -0.296
C5 -3.236 3.698 -0.311
C6 -1.407 0.565 -0.194
C7 -1.616 -0.797 -0.064
C8 -0.493 -1.783 -0.088
O3 -0.625 -2.920 -0.498
N1 0.670 -1.319 0.431
C9 1.906 -2.056 0.366
C10 2.778 -1.566 -0.799
S1 4.540 -1.401 -0.388
C11 4.524 -0.012 0.839
C12 3.506 1.020 0.559
C13 2.374 1.360 1.247
C14 1.766 2.412 0.517
C15 2.568 2.624 -0.561
O4 3.620 1.790 -0.543
C16 -2.906 -1.305 0.063
H1 -5.230 -2.730 -0.595
H2 -5.126 -2.640 1.186
H3 -6.659 -2.262 0.361
H4 -4.647 1.577 -0.003
H5 -2.761 4.670 -0.435
H6 -3.920 3.519 -1.146
H7 -3.798 3.686 0.628
H8 -0.429 0.991 -0.351
H9 0.728 -0.353 0.716
H10 2.438 -1.941 1.314
H11 1.647 -3.108 0.232
H12 2.756 -2.262 -1.635
H13 2.430 -0.595 -1.155
H14 5.532 0.395 0.768
H15 4.366 -0.433 1.830
H16 2.038 0.940 2.174
H17 0.861 2.931 0.761
H18 2.501 3.312 -1.380
H19 -3.019 -2.374 0.138

For the lowest unoccupied orbital energy, the calculation gives 0.72 eV. For the HOMO energy, the calculation gives -8.5 eV. The calculation puts the energy above the lowest of the compared OMol25 structures with the same formula, charge and spin at 36.6 kcal/mol. Its max |F| is 0.952 eV/Å. As for the structure (SMILES): COc1cc(OC)cc(C(=O)NCCSCc2ccco2)c1. The orbital gap is 0.3393 hartree. The calculated total energy is -37414.9013 eV.

=====

5.
The following is a quantum chemistry calculation of a molecular structure, C5H11NO at a distorted geometry, from OMol25.

Geometry (Å):
C1 -1.592 -0.433 -1.222
C2 -1.163 0.415 -0.028
C3 0.353 0.465 0.200
C4 0.714 1.380 1.368
N1 0.918 -0.870 0.404
C5 1.706 -1.794 -0.750
O1 1.521 -1.523 -1.887
H1 -1.099 -0.096 -2.140
H2 -1.330 -1.487 -1.081
H3 -2.675 -0.369 -1.371
H4 -1.514 1.448 -0.162
H5 -1.643 0.048 0.892
H6 0.826 0.835 -0.722
H7 0.361 2.402 1.190
H8 0.249 1.020 2.294
H9 1.797 1.410 1.520
H10 0.451 -1.443 1.109
H11 2.122 -1.407 0.385

For the lowest unoccupied orbital energy, the calculation gives 1.01 eV. For the HOMO energy, the calculation gives -8.8 eV. The calculation puts the energy above the lowest of the compared OMol25 structures with the same formula, charge and spin at 90.3 kcal/mol. Its max |F| is 1.058 eV/Å. The orbital gap is 0.3594 hartree. The calculated total energy is -8897.7801 eV.

=====

6.
The following is a quantum chemistry calculation of a gas-phase ion, C10H19FN3 (charge +1) at a distorted geometry, from OMol25.

Geometry (Å):
C1 -3.654 1.199 0.721
C2 -2.475 0.183 0.573
C3 -1.993 -0.041 -0.911
N1 -0.614 -0.556 -0.868
C4 -0.333 -1.968 -1.151
C5 0.258 -2.538 0.152
C6 1.607 -1.856 0.427
N2 1.616 -0.513 -0.138
C7 0.499 0.084 -0.477
N3 0.361 1.594 -0.167
F1 -0.476 2.196 -1.091
C8 1.622 2.346 -0.018
C9 2.569 1.495 0.844
C10 2.836 0.270 0.005
H1 -3.351 2.169 0.284
H2 -4.425 0.765 0.048
H3 -3.803 1.097 1.797
H4 -2.598 -0.766 1.056
H5 -1.571 0.591 1.241
H6 -2.666 -0.763 -1.459
H7 -2.152 1.020 -1.496
H8 0.351 -2.231 -1.942
H9 -1.327 -2.600 -1.475
H10 -0.649 -2.461 0.930
H11 0.577 -3.611 -0.073
H12 1.551 -1.900 1.476
H13 2.430 -2.453 0.017
H14 1.184 3.247 0.444
H15 2.140 2.666 -0.958
H16 3.490 2.008 0.942
H17 2.213 1.271 1.748
H18 3.130 0.505 -1.031
H19 3.654 -0.449 0.552

For the lowest unoccupied orbital energy, the calculation gives -3.00 eV. For the HOMO energy, the calculation gives -13.3 eV. The calculation puts the energy above the lowest of the compared OMol25 structures with the same formula, charge and spin at 52.4 kcal/mol. Its max |F| is 4.680 eV/Å. As for the total charge: +1. As for the structure (SMILES): CCCN1CCC[N+]2=C1N(F)CCC2. The orbital gap is 0.3777 hartree. The calculated total energy is -17855.6282 eV.

=====

7.
The following is a quantum chemistry calculation of a molecular structure, C34H29F5HfN2O5P, from OMol25.

Geometry (Å):
Hf1 -0.881 0.327 1.254
O1 2.425 2.582 2.273
C1 1.713 1.717 1.851
O2 0.408 1.810 1.693
C2 2.243 0.356 1.463
C3 3.630 0.195 1.348
C4 4.103 -1.037 1.012
C5 3.203 -2.115 0.876
C6 3.674 -3.423 0.609
C7 2.809 -4.475 0.557
C8 1.437 -4.254 0.789
C9 0.946 -3.000 1.024
C10 1.815 -1.881 1.044
N1 1.347 -0.596 1.269
H1 4.263 1.053 1.519
H2 5.163 -1.214 0.880
H3 4.737 -3.569 0.470
H4 3.168 -5.475 0.361
H5 0.753 -5.092 0.776
H6 -0.113 -2.880 1.174
N2 -2.334 2.046 0.491
C11 -2.465 2.540 -0.876
C12 -3.560 3.327 -1.205
C13 -3.660 3.866 -2.477
C14 -2.661 3.637 -3.415
C15 -1.578 2.844 -3.084
C16 -1.479 2.267 -1.816
P1 -0.118 1.180 -1.353
C17 1.378 2.181 -1.609
C18 1.539 3.338 -0.847
C19 2.663 4.131 -1.004
C20 3.637 3.781 -1.929
C21 3.472 2.647 -2.710
C22 2.347 1.850 -2.556
C23 -0.036 -0.178 -2.543
C24 1.020 -1.083 -2.407
C25 1.096 -2.199 -3.218
C26 0.110 -2.431 -4.171
C27 -0.945 -1.546 -4.303
C28 -1.024 -0.424 -3.489
H7 -3.246 1.779 0.855
H8 -2.038 2.821 1.086
H9 -4.324 3.527 -0.463
H10 -4.514 4.478 -2.732
H11 -2.732 4.075 -4.401
H12 -0.800 2.662 -3.815
H13 0.789 3.631 -0.123
H14 2.780 5.018 -0.396
H15 4.518 4.398 -2.046
H16 4.217 2.382 -3.449
H17 2.229 0.977 -3.182
H18 1.796 -0.910 -1.668
H19 1.922 -2.890 -3.109
H20 0.166 -3.305 -4.806
H21 -1.720 -1.731 -5.036
H22 -1.867 0.247 -3.584
C29 -2.478 -2.099 4.518
C30 -1.524 -0.965 4.206
C31 -0.449 -0.768 5.260
O3 -0.871 -1.232 2.914
C32 -2.276 0.356 3.981
O4 -3.082 0.763 4.767
O5 -1.923 0.977 2.871
H23 -1.928 -3.018 4.725
H24 -3.161 -2.269 3.686
H25 -3.061 -1.836 5.399
H26 0.129 -1.685 5.389
H27 -0.920 -0.527 6.212
H28 0.220 0.050 4.990
H29 -0.244 -1.961 2.986
F1 -1.103 -1.421 -0.079
C33 -2.562 -0.965 -0.433
F2 -2.937 -0.759 0.962
C34 -3.164 -2.341 -0.725
F3 -2.679 -2.806 -1.876
F4 -4.487 -2.201 -0.834
F5 -2.922 -3.259 0.226

For the lowest unoccupied orbital energy, the calculation gives -3.76 eV. For the HOMO energy, the calculation gives -11.5 eV. The calculation puts the energy above the lowest of the compared OMol25 structures with the same formula, charge and spin at 26.8 kcal/mol. Its max |F| is 0.482 eV/Å. As for the total charge: +1. The orbital gap is 0.2850 hartree. The calculated total energy is -73129.8812 eV.

=====

8.
The following is a quantum chemistry calculation of 2 unconnected molecules or ions with the total composition C2H4BrOP at a distorted geometry, from OMol25.

Geometry (Å):
C1 1.469 -0.477 0.563
C2 -0.437 0.917 -0.499
O1 1.270 -1.669 0.665
P1 -1.811 -0.194 -0.224
Br1 3.219 0.248 0.327
H1 0.116 0.637 -1.387
H2 -0.695 2.053 -0.355
H3 -1.776 -0.061 1.139
H4 -1.356 -1.454 -0.229

For the lowest unoccupied orbital energy (spin up / spin down), the calculation gives -1.36 / -0.74 eV. For the HOMO energy (spin up / spin down), the calculation gives -8.3 / -8.8 eV. The calculation puts the energy above the lowest of the compared OMol25 structures with the same formula, charge and spin at 96.5 kcal/mol. Its max |F| is 4.328 eV/Å. The orbital gap (spin up / spin down) is 0.2552 / 0.2979 hartree. The calculated total energy is -83513.3703 eV.